Record 1
Below is 2 unconnected molecules or ions with the total composition C8H21ClN2Si at a distorted geometry, with properties calculated with ωB97M-V with the def2-TZVPD basis set.

The geometry in XYZ format:
```
33
Properties=species:S:1:pos:R:3:forces:R:3
C -2.483 1.231 1.386 -0.6182 0.7548 -0.4321
C -2.261 0.050 -3.089 -1.7323 -0.3489 0.4313
C 1.203 -2.198 -0.702 1.5283 0.7269 -1.0570
C 4.121 1.099 0.799 -0.2993 0.4816 -2.4254
C 2.566 0.604 2.531 -1.4778 1.1441 -2.1075
C -2.978 0.080 0.546 0.4339 -0.3850 -0.7319
C -2.813 -0.606 -1.826 -1.3402 1.2496 0.9569
C 0.537 -1.056 0.152 4.2078 -0.9478 0.5699
N 2.802 0.626 1.038 -0.3139 -0.3967 2.1205
N -2.269 0.133 -0.715 0.1440 -0.6671 0.4040
Si 1.396 0.628 0.025 -0.3507 0.1759 1.4874
Cl 2.035 1.338 -1.760 0.1718 -0.1083 -1.0557
H -1.422 1.481 1.239 -0.4099 -0.2859 -0.0095
H -3.108 2.070 1.144 0.1396 0.9153 -0.4536
H -2.728 1.104 2.406 0.1536 -0.5002 1.3520
H -1.465 0.665 -2.725 0.8033 0.2047 -0.3474
H -1.960 -0.782 -3.734 -0.0427 0.8767 -0.5753
H -3.075 0.723 -3.422 0.7392 -0.4624 -0.7177
H 0.619 -3.082 -0.563 -0.5281 -0.6522 -0.3429
H 1.332 -1.946 -1.833 -0.7074 -0.3200 1.9407
H 2.243 -2.522 -0.422 -0.8616 0.7393 0.1957
H 4.203 1.087 -0.294 0.7712 -0.0776 0.1488
H 4.245 2.148 1.059 0.1746 0.1841 0.4983
H 4.880 0.478 1.242 0.3744 -0.2569 0.2711
H 3.208 1.364 2.999 -0.4148 -0.0133 -0.0686
H 1.472 0.911 2.569 1.1978 -0.6612 1.0942
H 2.826 -0.350 2.947 -0.2614 -0.6063 0.3499
H -2.766 -0.833 1.146 -0.2467 -0.1363 -0.7796
H -4.055 0.122 0.263 0.3522 -0.0548 0.8214
H -3.947 -0.603 -1.698 1.0463 -0.0189 -0.6076
H -2.546 -1.639 -1.864 0.4232 -1.0538 0.6307
H 0.630 -1.282 1.251 -0.0773 0.0615 -0.8940
H -0.445 -1.045 -0.093 -2.9789 0.4391 -0.6667
```
Forces are in eV/Å.

The LUMO energy (spin up / spin down) is -0.04 / -0.18 eV. The calculation puts the frontier orbital gap (spin up / spin down) at 0.322 / 0.232 hartree. Its HOMO energy (spin up / spin down) is -8.8 / -6.5 eV.

Record 2
Below is 5 unconnected molecules or ions with the total composition C42H36BrNO2S at a distorted geometry, with properties calculated with ωB97M-V with the def2-TZVPD basis set.

The geometry in XYZ format:
```
83
Properties=species:S:1:pos:R:3:forces:R:3
O 5.326 -0.881 3.264 -0.6820 0.0176 -4.4744
C 5.190 -0.914 2.015 0.0875 0.3406 1.4224
C 6.006 0.041 1.001 0.9658 0.6954 -1.7144
C 6.342 1.517 1.357 0.9447 -1.9994 -3.4505
C 7.091 2.384 0.301 -1.0618 -3.6879 -0.7855
C 7.468 1.733 -1.078 -1.4392 -2.0067 2.0444
C 7.155 0.236 -1.409 -1.1952 0.9587 3.3108
C 6.411 -0.633 -0.365 0.5739 3.2214 0.8851
C 6.026 -2.186 -0.590 0.5434 -1.1702 -0.4126
O 6.800 -3.036 -1.084 -2.5294 3.1301 1.4026
C 4.546 -2.578 -0.076 -1.3486 0.2211 0.8090
C 3.623 -3.522 -0.878 -0.9523 1.9946 3.7129
N 4.101 -4.131 -2.151 1.4860 -4.5663 3.1144
C 4.690 -5.274 -1.901 0.9466 1.8094 -0.4707
S 5.716 -6.565 -1.636 -3.1332 3.3974 -0.8320
C 2.200 -3.784 -0.300 1.7732 1.9207 1.3968
C 1.758 -3.109 1.020 2.4013 0.2480 -0.2547
C 0.281 -3.287 1.669 1.0605 1.6876 -0.4482
C -0.459 -1.857 1.401 0.2547 0.5809 -0.8555
C -0.269 -1.361 -0.137 0.0000 -0.8498 0.3123
Br -1.578 0.109 -0.585 0.8528 -1.0347 0.3488
C 2.719 -2.166 1.842 1.8442 -1.4432 -3.2840
C 4.133 -1.895 1.285 -2.3360 -1.8773 -1.6881
H 6.009 1.889 2.380 0.6244 -0.4182 -1.6718
H 7.322 3.484 0.540 -0.3504 -1.9986 -0.5629
H 7.992 2.327 -1.912 -0.9310 -0.8671 1.6681
H 7.421 -0.260 -2.411 -0.3315 1.0906 1.7425
H 1.483 -4.475 -0.897 1.3395 1.3249 1.2789
H -0.290 -4.166 1.222 0.8345 1.2106 0.6385
H 0.400 -3.354 2.814 -0.2168 -0.3130 -1.8874
H -1.574 -1.894 1.638 1.5210 -0.0743 -0.2798
H 0.022 -1.020 2.039 -0.8021 -1.5333 -0.8092
H -0.494 -2.196 -0.890 0.3401 1.2513 1.1594
H 0.768 -0.935 -0.338 -1.5142 -0.6001 0.3323
H 2.406 -1.678 2.831 0.4373 -0.9419 -1.7084
C -1.590 4.862 0.216 -0.0931 0.0159 -0.0553
C -2.442 5.877 -0.207 -0.0262 -0.0502 -0.0293
C -3.596 5.566 -0.919 0.0589 -0.1061 0.0430
C -3.903 4.237 -1.200 0.0565 0.0371 0.0243
C -3.053 3.222 -0.774 0.0402 0.1416 0.0290
C -1.894 3.534 -0.070 -0.0419 0.1387 0.0311
H -0.688 5.104 0.768 -0.0621 -0.0161 -0.0506
H -2.206 6.912 0.018 -0.0145 -0.0855 -0.0309
H -4.258 6.358 -1.255 0.0429 -0.0548 0.0328
H -4.806 3.994 -1.751 0.0755 0.0005 0.0687
H -3.293 2.186 -0.991 -0.0359 0.1254 -0.0003
H -1.228 2.744 0.257 -0.0591 0.0938 -0.0278
C 1.002 2.829 3.386 0.0492 0.0909 0.0596
C 0.070 3.861 3.439 0.0217 -0.0283 0.0247
C 0.363 5.028 4.138 0.1011 -0.0582 -0.0060
C 1.592 5.167 4.776 -0.0321 -0.0800 -0.0586
C 2.525 4.136 4.720 -0.0624 -0.0024 -0.0286
C 2.229 2.966 4.029 -0.0641 0.0656 -0.0254
H 0.772 1.918 2.843 0.0053 0.0711 0.0282
H -0.885 3.755 2.935 0.0710 0.0011 0.0583
H -0.367 5.830 4.184 0.0527 -0.0634 -0.0149
H 1.822 6.079 5.317 -0.0172 -0.0783 -0.0392
H 3.484 4.246 5.217 -0.0899 -0.0158 -0.0343
H 2.955 2.160 3.990 -0.0432 0.0504 0.0081
C -1.968 -7.430 -0.431 0.0790 -0.0152 -0.0260
C -1.639 -6.371 -1.270 0.0533 -0.0129 0.0393
C -0.479 -6.424 -2.038 0.0053 -0.0660 0.0743
C 0.348 -7.542 -1.973 -0.0473 0.0271 0.0493
C 0.017 -8.603 -1.136 -0.0389 0.0555 0.0108
C -1.138 -8.546 -0.362 0.0176 0.0889 -0.0718
H -2.870 -7.387 0.170 0.0716 -0.0040 -0.0556
H -2.287 -5.502 -1.326 0.0439 -0.0723 -0.0020
H -0.219 -5.594 -2.688 -0.0372 -0.0702 0.0032
H 1.249 -7.586 -2.575 -0.0675 0.0008 0.0486
H 0.660 -9.476 -1.086 -0.0547 0.0867 -0.0013
H -1.393 -9.371 0.295 0.0167 0.0612 -0.0575
C -9.526 2.833 -2.863 0.0895 0.0316 -0.0364
C -9.054 3.959 -2.195 0.0385 -0.0344 -0.0381
C -7.828 4.515 -2.547 -0.0213 -0.0778 -0.0661
C -7.079 3.950 -3.575 -0.0920 -0.0258 0.0389
C -7.552 2.827 -4.245 -0.0285 0.0127 0.0491
C -8.774 2.265 -3.887 0.0227 0.0932 0.0549
H -10.480 2.398 -2.585 0.0801 0.0379 -0.0212
H -9.642 4.403 -1.398 0.0581 -0.0443 -0.0644
H -7.458 5.389 -2.022 -0.0333 -0.0592 -0.0390
H -6.125 4.387 -3.854 -0.0746 -0.0335 0.0034
H -6.968 2.388 -5.048 -0.0488 0.0372 0.0776
H -9.141 1.386 -4.406 0.0267 0.0711 0.0345
```
Forces are in eV/Å.

The LUMO energy is -1.23 eV. The calculation puts the frontier orbital gap at 0.290 hartree. Its HOMO energy is -9.1 eV. The SMILES is O=C1c2ccccc2C(=O)c2c(N=C=S)cc(CCCBr)cc21.c1ccccc1.c1ccccc1.c1ccccc1.c1ccccc1.

Record 3
Below is 8 unconnected molecules or ions with the total composition H14O6S2 at a distorted geometry, with properties calculated with ωB97M-V with the def2-TZVPD basis set.

The geometry in XYZ format:
```
22
Properties=species:S:1:pos:R:3:forces:R:3
S 1.025 -1.217 2.749 -0.7308 -0.0630 0.6811
S -3.108 0.765 -1.121 0.2002 -0.1219 -0.3254
H 0.005 -1.654 3.567 0.6662 0.2524 -0.4882
H -2.944 0.930 -2.463 -0.0151 -0.0556 0.4241
H -1.449 2.265 -0.757 1.4665 0.5482 0.2708
H -0.107 2.869 -0.035 -1.3127 -0.8718 -1.2835
O -0.498 2.522 -0.894 0.0020 0.5597 1.0688
H 1.233 0.294 -2.230 1.1225 1.5245 1.2964
H 1.230 1.671 -1.510 -0.5065 0.1495 0.1443
O 1.812 0.928 -1.680 -0.8376 -1.9231 -1.5555
H -0.193 -3.338 0.512 0.2013 -0.8211 0.0817
H 0.144 -1.974 1.211 -0.9019 -0.7147 -1.6174
O -0.407 -2.415 0.432 0.6657 1.2366 1.3334
H 2.778 -1.074 0.655 -0.5130 0.1024 1.2067
H 2.646 -0.426 -0.740 0.7284 -0.6636 0.8994
O 3.150 -1.107 -0.204 -0.1294 0.6248 -2.0064
H -0.473 -1.802 -1.196 -0.7274 1.2245 -0.3032
H -1.751 -0.785 -1.373 2.5261 -1.5790 -1.3338
O -0.886 -1.169 -1.867 -1.9424 0.5812 1.5153
H -1.460 1.356 2.276 -1.3952 -0.8033 0.1435
H -0.018 1.443 2.546 0.5630 -0.1620 0.1030
O -0.729 1.918 2.119 0.8700 0.9753 -0.2552
```
Forces are in eV/Å.

The LUMO energy is -6.49 eV. The calculation puts the frontier orbital gap at 0.099 hartree. Its HOMO energy is -9.2 eV.

Record 4
Below is a molecular structure, C8Cl5F3ORuS3 at a distorted geometry, with properties calculated with ωB97M-V with the def2-TZVPD basis set.

The geometry in XYZ format:
```
21
Properties=species:S:1:pos:R:3:forces:R:3
Ru 0.521 -0.705 -1.826 1.1208 0.2070 -1.2626
S 2.569 -1.774 -5.735 -0.0709 0.2846 0.6777
C 2.089 -1.205 -4.252 0.4588 -0.1107 -1.4603
S 1.076 0.188 -4.079 -0.9680 -0.7215 1.6152
S 2.571 -1.923 -2.766 -1.9349 0.4192 1.1460
Cl -0.531 1.071 5.206 -0.0450 0.0620 0.2341
C -0.319 1.107 3.501 0.0701 -0.1013 -0.1542
C 0.370 0.075 2.867 -0.1574 0.2158 -0.0534
Cl 1.008 -1.223 3.783 0.1352 -0.2479 0.1802
C 0.530 0.089 1.495 -0.3496 0.4865 -0.1910
Cl 1.333 -1.203 0.682 -0.1076 -0.3024 -0.2506
C 0.021 1.131 0.670 -0.0144 -0.3231 1.2708
O 0.177 1.145 -0.588 -0.0553 -0.9725 -1.8124
C -0.676 2.164 1.360 0.1845 -0.3023 -0.2355
Cl -1.341 3.417 0.400 -0.0700 0.1959 -0.1412
C -0.845 2.147 2.732 0.1801 -0.2820 0.0022
Cl -1.724 3.399 3.506 -0.1293 0.2277 0.1055
F -1.672 -1.944 -0.478 0.2550 -0.0423 -0.3267
C -1.316 -1.831 -1.810 0.1407 0.6565 0.6426
F -1.535 -3.075 -2.321 0.7959 0.7786 0.0381
F -2.307 -1.051 -2.346 0.5613 -0.1281 -0.0245
```
Forces are in eV/Å.

The LUMO energy (spin up / spin down) is 1.44 / 1.65 eV. The expectation value of S² is 0.78. Its spin multiplicity is 2. The calculation puts the frontier orbital gap (spin up / spin down) at 0.251 / 0.258 hartree. Its HOMO energy (spin up / spin down) is -5.4 / -5.4 eV. Its net charge is -1.

Record 5
Below is a molecular structure, C2FLi2O2Rb at a distorted geometry, with properties calculated with ωB97M-V with the def2-TZVPD basis set.

The geometry in XYZ format:
```
8
Properties=species:S:1:pos:R:3:forces:R:3
C 0.388 -1.520 0.040 2.6976 -0.9383 -1.1390
O 1.473 -1.893 -0.515 -1.8780 0.6050 0.9299
Li -2.921 1.845 -1.849 0.0244 -0.0483 0.0540
Li 2.176 -0.123 -0.668 -0.5939 0.3642 0.1223
F 1.228 1.308 -0.222 1.2831 -0.5084 -0.9085
C -0.651 -1.105 0.562 -3.5664 3.7139 1.4135
O -1.548 -0.209 0.975 1.9905 -4.2519 -1.4868
Rb -0.146 1.696 1.676 0.0428 1.0638 1.0145
```
Forces are in eV/Å.

The LUMO energy (spin up / spin down) is -0.38 / -0.57 eV. The calculation puts the frontier orbital gap (spin up / spin down) at 0.269 / 0.144 hartree. Its HOMO energy (spin up / spin down) is -7.7 / -4.5 eV.